No. 1
Formula: C38H64ClFIO15PS
Source: OMol25
Level of theory: ωB97M-V with the def2-TZVPD basis set

Output
Gap between HOMO and LUMO ... 0.301 Ha
Total charge ... 0
Spin multiplicity ... 1

Cartesian coordinates (Å):
O 1.4590 -0.7756 0.5258
C 1.0843 0.1490 -0.1677
C 2.0093 1.1799 -0.7696
C 3.0778 1.6932 -0.0858
C 3.8123 2.6505 -0.7341
F 4.8686 3.1645 -0.0666
C 3.5422 3.1067 -1.9914
C 4.3481 4.1984 -2.6627
C 4.1667 5.5457 -1.9153
C 2.6961 5.9403 -1.7630
C 2.5439 7.4280 -1.3728
S 2.8811 7.7248 0.3647
O 1.6799 7.6759 1.1302
O 3.9053 6.8640 0.8634
Cl 3.6230 9.6523 0.4240
C 2.4823 2.5469 -2.6809
C 1.7289 1.5895 -2.0571
C 0.5563 0.9329 -2.7389
O 0.5912 0.5573 -3.8962
C -0.6392 0.7456 -1.8392
C -0.3683 0.3497 -0.5431
C -1.3987 0.1879 0.3455
C -2.6754 0.4315 -0.0988
C -2.9554 0.8076 -1.3777
C -1.9188 0.9876 -2.2934
P -2.4037 1.5388 -3.9869
O -3.8368 2.3254 -3.6533
I -0.9285 3.3609 -4.7216
H 3.3109 1.3508 0.9188
H 3.9297 4.3472 -3.6628
H 5.4142 3.9703 -2.7295
H 4.6352 5.4726 -0.9329
H 4.6525 6.3250 -2.5158
H 2.1254 5.8409 -2.6955
H 2.1585 5.3466 -1.0144
H 3.2427 8.0403 -1.9523
H 1.5443 7.8196 -1.5768
H 2.2159 2.8349 -3.6929
H -1.2013 -0.0929 1.3738
H -3.4910 0.3234 0.6091
H -3.9737 0.9717 -1.7102
H -3.5943 3.2243 -3.3825
C 3.4470 -0.4747 -6.9800
O 4.7436 -0.1351 -7.4489
C 4.8939 1.2531 -7.7006
C 5.6371 1.9446 -6.5772
O 4.8779 1.9431 -5.3768
C 5.3112 0.9602 -4.4502
H 3.4864 -1.4938 -6.5983
H 3.1183 0.1874 -6.1757
H 2.7264 -0.4358 -7.8035
H 3.9209 1.7247 -7.8690
H 5.4798 1.3512 -8.6203
H 5.7981 2.9917 -6.8547
H 6.6170 1.4844 -6.4198
H 6.2546 1.2703 -3.9868
H 5.4383 -0.0178 -4.9188
H 4.5508 0.8768 -3.6743
C -8.0788 3.1948 -0.8063
O -8.4438 2.2433 0.1793
C -7.5837 1.1146 0.2028
C -6.5840 1.1988 1.3371
O -5.6614 2.2623 1.1434
C -5.9646 3.4006 1.9332
H -8.6314 4.1117 -0.6062
H -7.0093 3.4170 -0.7791
H -8.3518 2.8302 -1.8021
H -7.0714 0.9969 -0.7574
H -8.2151 0.2338 0.3579
H -6.0028 0.2701 1.3599
H -7.0958 1.2978 2.2987
H -5.7083 3.2129 2.9810
H -7.0186 3.6764 1.8580
H -5.3595 4.2301 1.5696
C -2.7638 -5.6645 1.4788
O -3.9319 -5.6164 0.6730
C -4.7866 -4.5340 1.0039
C -4.6399 -3.3885 0.0241
O -3.3585 -2.7832 0.1150
C -2.4864 -3.1862 -0.9288
H -2.0656 -6.3637 1.0207
H -2.2804 -4.6874 1.5524
H -3.0168 -6.0278 2.4800
H -4.6038 -4.1936 2.0279
H -5.8140 -4.9094 0.9516
H -5.3769 -2.6170 0.2748
H -4.8404 -3.7248 -0.9974
H -2.7760 -2.7057 -1.8700
H -2.4827 -4.2707 -1.0569
H -1.4796 -2.8613 -0.6671
C 5.6834 3.9018 5.0701
O 6.1273 2.6375 5.5359
C 5.0884 1.6712 5.5867
C 5.1481 0.7256 4.4057
O 4.8627 1.3968 3.1870
C 6.0263 1.6920 2.4288
H 6.5633 4.5023 4.8441
H 5.0791 3.8118 4.1647
H 5.1032 4.4080 5.8487
H 4.1094 2.1565 5.6447
H 5.2331 1.0932 6.5052
H 4.3815 -0.0454 4.5344
H 6.1208 0.2275 4.3578
H 6.4153 0.7772 1.9673
H 6.8056 2.1540 3.0390
H 5.7422 2.3859 1.6441
C -2.8464 -9.5673 2.8595
O -3.0642 -8.5801 3.8552
C -4.2371 -8.8280 4.6177
C -3.9086 -9.4348 5.9655
O -3.3687 -10.7417 5.8329
C -1.9599 -10.7742 5.9828
H -1.8335 -9.4463 2.4777
H -2.9505 -10.5777 3.2612
H -3.5519 -9.4254 2.0340
H -4.9322 -9.4657 4.0638
H -4.7237 -7.8606 4.7797
H -4.8341 -9.5282 6.5425
H -3.2275 -8.7867 6.5251
H -1.6881 -10.6428 7.0355
H -1.4702 -10.0059 5.3801
H -1.6113 -11.7518 5.6522

No. 2
Formula: C38H66BrN2O2P2PtSi2
Source: OMol25
Level of theory: ωB97M-V with the def2-TZVPD basis set

Output
Gap between HOMO and LUMO (alpha / beta) ... 0.241 / 0.190 Ha
Total charge ... +2
Spin multiplicity ... 6

Cartesian coordinates (Å):
Pt 1.0394 -0.2531 -1.2758
C -0.0152 -3.0550 0.5790
P 0.6937 -2.6023 -1.0301
C 2.3605 -3.2863 -1.0387
C -0.1917 -3.4130 -2.4590
C -0.4116 -2.3908 -3.5937
P -0.5117 -0.6733 -3.0305
C -0.0674 0.4415 -4.3663
C -2.2447 -0.3730 -2.5276
H 0.1429 -4.1280 0.7414
H -1.0794 -2.8569 0.6649
H 0.5182 -2.5465 1.3904
H 2.3682 -4.2253 -0.4853
H 3.1313 -2.6153 -0.6286
H 2.6329 -3.5286 -2.0774
H -1.1160 -3.8055 -2.0437
H 0.3964 -4.2482 -2.7791
H -1.3159 -2.5708 -4.1571
H 0.4234 -2.4576 -4.3257
H -0.7744 0.4473 -5.1929
H 0.9271 0.1782 -4.6920
H -0.0469 1.4412 -3.9279
H -2.9683 -0.5241 -3.3419
H -2.3282 0.6359 -2.1408
H -2.4773 -1.0821 -1.7171
C 1.0313 2.6011 0.9803
Si 0.5762 2.8781 -0.8901
C 0.9777 4.7249 -1.0612
C -1.3183 2.8241 -1.1057
N 1.3600 1.7162 -1.9301
C 2.2943 2.0404 -2.8648
C 2.3603 3.3737 -3.3340
C 3.4486 3.8614 -4.0800
C 4.2921 2.9808 -4.7355
C 4.1967 1.6172 -4.4203
C 3.2186 1.1142 -3.5722
O 2.9428 -0.2446 -3.6139
C 3.8945 -1.2434 -3.7878
C 3.7285 -2.2470 -4.7693
C 4.5932 -3.3246 -4.8573
C 5.6627 -3.4301 -3.9755
C 5.8151 -2.4688 -3.0165
C 4.9678 -1.3584 -2.9223
H 0.6327 3.4341 1.5902
H 2.0993 2.6384 1.1253
H 0.6218 1.6610 1.3280
H 0.6462 5.1819 -0.1176
H 0.4698 5.2460 -1.8660
H 2.0552 4.9215 -1.1529
H -1.7261 3.7276 -0.5882
H -1.7574 1.9566 -0.6570
H -1.6134 2.8793 -2.1652
H 1.5778 4.0662 -3.0648
H 3.5995 4.9380 -4.1965
H 5.0588 3.3124 -5.4782
H 4.8998 0.9159 -4.9230
H 2.8698 -2.1768 -5.4319
H 4.4062 -4.1052 -5.6121
H 6.3400 -4.3048 -4.0554
H 6.6415 -2.5454 -2.3189
H 5.1060 -0.5991 -2.1620
C -1.3318 -1.7547 4.2433
C -2.8454 -1.5710 3.8919
C -3.2753 -2.9086 3.2462
C -3.5812 -1.4264 5.2763
Si -3.0870 -0.0538 2.6768
Br -1.4180 -0.1798 1.0914
C -4.7176 -0.0698 1.6601
C -4.6927 -1.2289 0.6104
C -4.9921 1.2282 0.8265
C -5.9883 -0.3157 2.5807
C -2.7660 1.6914 3.4754
C -1.5246 1.6888 4.4157
C -2.4606 2.8087 2.3921
C -4.0065 2.1151 4.2886
H -1.2446 -2.6915 4.7868
H -0.9458 -0.9935 4.9211
H -0.7089 -1.8047 3.3513
H -3.0132 -3.6992 3.9534
H -2.7495 -3.1102 2.2972
H -4.3463 -2.9920 3.0182
H -3.2414 -2.2131 5.9454
H -4.6473 -1.5858 5.1993
H -3.4626 -0.4532 5.7595
H -3.8392 -1.1153 -0.0605
H -5.5965 -1.1771 0.0069
H -4.6712 -2.2469 1.0411
H -4.2288 1.4356 0.0686
H -5.0991 2.1121 1.4601
H -5.9525 1.0523 0.3037
H -5.9243 -1.1330 3.3008
H -6.8297 -0.4926 1.9329
H -6.2526 0.5536 3.1656
H -0.6059 1.4338 3.8634
H -1.6707 0.9742 5.2376
H -1.4158 2.6858 4.8744
H -1.7039 2.4880 1.6724
H -2.0875 3.7109 2.9133
H -3.3487 3.1265 1.8513
H -4.1925 1.4919 5.1673
H -4.9390 2.1313 3.7317
H -3.8370 3.1311 4.6618
O 2.9476 0.2084 -0.6048
N 3.5063 -0.1049 0.6596
C 2.7681 -0.5936 1.7223
C 3.3547 -0.5549 2.9439
C 4.5520 0.1704 3.1205
C 5.3293 0.4886 1.9994
C 4.7395 0.4247 0.7813
H 1.7319 -0.8730 1.5454
H 2.9366 -1.0523 3.8154
H 4.8485 0.5080 4.1177
H 6.3476 0.8355 2.1056
H 5.1249 0.8294 -0.1485